# 1
{
  "formula": "C5H13NO",
  "method": "ωB97M-V/def2-TZVPD",
  "fmax_ev_per_a": 0.9,
  "charge": 0,
  "gap_ev": 9.814,
  "spin_multiplicity": 1,
  "e_above_lowest_kj_mol": 106.8,
  "total_energy_ha": -328.27818,
  "elements": ["C", "N", "C", "C", "C", "O", "C", "H", "H", "H", "H", "H", "H", "H", "H", "H", "H", "H", "H", "H"],
  "positions_angstrom": [[-1.672, 0.917, 0.170], [-0.317, 0.442, -0.142], [0.457, 0.186, 1.069], [1.867, -0.351, 0.785], [1.928, -1.614, -0.040], [1.672, -1.366, -1.430], [-2.483, 1.058, -1.087], [-2.178, 0.190, 0.808], [-1.601, 1.890, 0.668], [0.135, 1.179, -0.672], [0.584, 1.082, 1.684], [-0.077, -0.568, 1.644], [2.459, 0.438, 0.323], [2.373, -0.521, 1.742], [1.160, -2.294, 0.358], [2.891, -2.120, 0.008], [0.865, -1.828, -1.673], [-2.168, 1.940, -1.635], [-2.354, 0.200, -1.735], [-3.540, 1.140, -0.845]],
  "forces_ev_per_angstrom": [[0.5, -0.2, -0.2], [-0.3, -0.1, 0.4], [0.6, -0.3, -0.4], [0.1, 0.4, 0.1], [-0.7, -0.2, -0.4], [0.1, -0.2, 0.1], [-0.2, 0.2, -0.2], [0.3, 0.1, 0.3], [-0.3, 0.0, 0.4], [0.2, -0.2, -0.2], [-0.2, 0.1, 0.2], [-0.2, 0.0, 0.2], [0.1, 0.1, -0.3], [-0.2, -0.1, 0.1], [0.2, -0.1, -0.1], [0.2, 0.1, 0.3], [0.0, 0.3, 0.0], [-0.1, 0.2, -0.2], [0.1, -0.3, -0.1], [-0.1, 0.2, -0.1]],
  "lowdin_charge": [-0.309, -0.078, -0.252, -0.190, -0.264, -0.085, -0.110, 0.111, 0.110, 0.115, 0.110, 0.112, 0.110, 0.111, 0.118, 0.108, 0.076, 0.068, 0.069, 0.070]
}



# 2
{
  "formula": "C5H13NO",
  "method": "ωB97M-V/def2-TZVPD",
  "fmax_ev_per_a": 2.4,
  "charge": 0,
  "gap_ev": 3.809,
  "spin_multiplicity": 1,
  "e_above_lowest_kj_mol": 660.3,
  "total_energy_ha": -328.06736,
  "elements": ["C", "N", "C", "C", "C", "C", "O", "H", "H", "H", "H", "H", "H", "H", "H", "H", "H", "H", "H", "H"],
  "positions_angstrom": [[0.880, 2.180, -0.138], [0.931, 1.029, -1.001], [0.080, -1.897, 0.189], [-1.048, -1.503, -0.705], [-2.060, -0.655, -0.282], [-1.950, 0.190, 0.805], [2.348, -0.409, 0.761], [1.684, 2.893, -0.339], [-0.108, 2.645, -0.170], [1.095, 1.868, 0.914], [1.597, 0.315, -0.582], [0.192, -1.185, 1.002], [0.979, -1.940, -0.449], [-0.172, -2.856, 0.687], [-1.115, -1.979, -1.670], [0.044, 0.561, -1.045], [-2.855, -0.331, -0.962], [-0.999, 0.211, 1.314], [-2.751, 0.871, 0.995], [3.229, -0.007, 0.676]],
  "forces_ev_per_angstrom": [[0.0, -0.6, 1.4], [0.7, -0.6, -0.9], [-1.1, 0.3, -0.9], [1.0, -0.9, 1.8], [-0.8, 2.3, 0.0], [0.7, -1.3, -1.4], [0.2, -0.1, 0.1], [-0.3, 0.1, -0.4], [0.2, 0.3, -0.1], [-0.3, 0.2, -0.3], [-0.1, 0.7, 0.2], [0.5, -0.1, -0.1], [0.1, -0.2, 0.7], [0.4, 0.0, -0.6], [0.0, 0.1, -0.3], [-0.4, 0.2, -0.2], [-0.1, -0.9, 0.1], [-0.2, 0.3, 0.6], [-0.2, 0.4, 0.4], [-0.3, -0.2, -0.1]],
  "lowdin_charge": [-0.219, -0.078, -0.079, -0.011, -0.139, 0.169, -0.431, 0.067, 0.056, 0.064, 0.010, 0.052, 0.099, 0.125, 0.124, -0.009, 0.116, 0.077, 0.081, -0.075]
}



# 3
{
  "formula": "C5H13NO",
  "method": "ωB97M-V/def2-TZVPD",
  "fmax_ev_per_a": 3.0,
  "charge": 0,
  "gap_ev": 9.263,
  "spin_multiplicity": 1,
  "e_above_lowest_kj_mol": 238.5,
  "total_energy_ha": -328.22800,
  "elements": ["C", "C", "C", "C", "C", "N", "H", "H", "H", "H", "H", "H", "H", "H", "H", "H", "H", "H", "H", "O"],
  "positions_angstrom": [[0.624, -2.280, -0.821], [0.100, -0.904, -0.420], [0.951, 0.342, -0.631], [0.988, 0.960, -1.823], [1.282, 0.468, 1.840], [1.817, 0.683, 0.475], [1.040, -2.854, 0.016], [-0.292, -2.781, -1.140], [1.287, -2.397, -1.672], [-0.440, -0.767, 0.523], [-0.664, -0.745, -1.194], [1.774, 1.708, -1.868], [0.091, 0.896, -2.408], [1.146, -0.578, 2.143], [0.282, 0.888, 1.981], [1.990, 1.040, 2.431], [2.721, 0.219, 0.487], [-4.027, 1.625, 0.936], [-5.286, 0.938, 0.381], [-4.552, 0.820, 0.989]],
  "forces_ev_per_angstrom": [[-0.6, -0.9, 1.1], [-1.1, 2.1, -1.8], [0.9, -1.5, 0.2], [0.3, 0.3, 2.5], [-0.2, 0.3, -0.7], [-0.1, -0.2, 0.1], [0.0, 0.1, -0.1], [0.2, -0.5, 0.2], [0.3, 0.8, 0.0], [0.2, -1.0, 0.0], [-0.3, 0.1, 0.3], [-0.5, 0.3, -0.7], [0.4, -0.2, -1.0], [0.6, 0.0, 0.1], [0.2, 0.4, -0.3], [-0.2, -0.4, 0.7], [-0.1, 0.1, -0.6], [-0.1, 0.0, -0.1], [0.0, 0.1, 0.0], [0.1, -0.1, 0.1]],
  "lowdin_charge": [-0.092, -0.232, -0.370, 0.052, -0.130, -0.075, 0.066, 0.067, 0.073, 0.099, 0.095, 0.059, 0.053, 0.071, 0.078, 0.075, 0.110, 0.031, 0.030, -0.061]
}



# 4
{
  "formula": "C5H13NO",
  "method": "ωB97M-V/def2-TZVPD",
  "fmax_ev_per_a": 2.4,
  "charge": 0,
  "gap_ev": 10.052,
  "spin_multiplicity": 1,
  "e_above_lowest_kj_mol": 65.2,
  "total_energy_ha": -328.29401,
  "elements": ["C", "C", "C", "C", "C", "N", "O", "H", "H", "H", "H", "H", "H", "H", "H", "H", "H", "H", "H", "H"],
  "positions_angstrom": [[-1.582, 0.010, 0.419], [0.841, 0.117, -0.185], [-1.768, -1.503, 0.421], [1.117, 1.331, -1.074], [2.088, -0.280, 0.600], [-0.270, 0.385, 0.820], [-2.044, 0.600, -0.776], [-1.735, 0.077, -1.525], [-0.237, 1.363, 1.083], [-2.249, 0.468, 1.242], [0.540, -0.728, -0.812], [-1.230, -1.968, -0.403], [-2.826, -1.733, 0.323], [-1.397, -1.913, 1.355], [2.910, -0.510, -0.076], [1.867, 1.093, -1.827], [0.210, 1.659, -1.580], [1.490, 2.157, -0.470], [2.391, 0.532, 1.256], [1.883, -1.156, 1.210]],
  "forces_ev_per_angstrom": [[-1.2, 0.5, 2.0], [-0.6, 0.4, 1.0], [-0.1, 0.4, 0.0], [-0.2, -0.2, 0.0], [-0.2, -0.1, -0.3], [1.6, -0.2, -1.0], [-0.2, 0.1, -0.6], [0.0, 0.0, 0.0], [-0.1, 0.0, -0.1], [0.7, -0.8, -1.3], [-0.1, 0.1, 0.1], [0.1, -0.1, -0.1], [0.0, -0.1, -0.1], [0.0, -0.1, 0.1], [0.1, 0.0, 0.0], [0.1, 0.0, 0.0], [0.0, 0.0, 0.0], [0.0, 0.1, 0.0], [0.0, 0.1, 0.1], [0.0, -0.1, 0.1]],
  "lowdin_charge": [-0.515, -0.422, -0.042, -0.070, -0.075, 0.003, -0.032, 0.085, 0.112, 0.165, 0.123, 0.069, 0.078, 0.080, 0.073, 0.076, 0.066, 0.078, 0.075, 0.071]
}



# 5
{
  "formula": "C5H13NO",
  "method": "ωB97M-V/def2-TZVPD",
  "fmax_ev_per_a": 2.0,
  "charge": 0,
  "gap_ev": 9.329,
  "spin_multiplicity": 1,
  "e_above_lowest_kj_mol": 158.4,
  "total_energy_ha": -328.25853,
  "elements": ["C", "C", "C", "C", "N", "C", "O", "H", "H", "H", "H", "H", "H", "H", "H", "H", "H", "H", "H", "H"],
  "positions_angstrom": [[0.195, 0.455, 0.521], [-0.869, 0.810, -0.547], [-0.767, 2.276, -1.095], [-0.731, -0.201, -1.685], [0.233, -0.919, 0.907], [1.319, -1.642, 1.477], [0.971, -2.050, 2.814], [0.110, 1.090, 1.428], [1.080, 0.705, -0.104], [-1.872, 0.825, -0.107], [-1.166, 2.213, -2.098], [-1.237, 3.023, -0.468], [0.280, 2.531, -1.306], [0.347, -0.206, -1.931], [-1.075, -1.188, -1.389], [-1.148, 0.053, -2.666], [-0.674, -1.309, 1.103], [1.615, -2.435, 0.773], [2.219, -1.038, 1.560], [1.169, -2.994, 2.816]],
  "forces_ev_per_angstrom": [[0.5, 1.2, -0.4], [-0.9, 0.7, 0.2], [1.3, -1.5, -0.2], [0.8, 0.3, -0.4], [-0.6, -0.5, -0.7], [-0.1, 1.0, -0.1], [0.4, -0.9, -1.0], [0.2, 0.3, -0.7], [0.2, -0.1, 1.1], [-0.1, -0.7, 0.0], [-0.7, 0.5, -0.1], [0.0, 0.1, 0.0], [0.0, 0.2, 0.5], [-0.2, -0.6, 0.2], [0.2, -0.1, -0.1], [-0.6, 0.3, 0.5], [0.1, -0.2, 0.1], [-0.3, -0.7, 0.8], [0.0, 0.6, -0.2], [-0.1, 0.0, 0.5]],
  "lowdin_charge": [-0.228, -0.417, -0.071, -0.094, -0.071, -0.290, -0.056, 0.125, 0.120, 0.123, 0.059, 0.070, 0.075, 0.086, 0.067, 0.072, 0.124, 0.117, 0.115, 0.074]
}



# 6
{
  "formula": "C5H13NO",
  "method": "ωB97M-V/def2-TZVPD",
  "fmax_ev_per_a": 3.1,
  "charge": 0,
  "gap_ev": 10.516,
  "spin_multiplicity": 1,
  "e_above_lowest_kj_mol": 84.7,
  "total_energy_ha": -328.28659,
  "elements": ["C", "C", "C", "H", "H", "H", "H", "H", "H", "H", "H", "C", "C", "O", "N", "H", "H", "H", "H", "H"],
  "positions_angstrom": [[-2.120, 0.255, -2.059], [-1.085, -0.266, -1.077], [-1.700, 1.595, -2.781], [-2.349, -0.490, -2.821], [-2.937, 0.672, -1.455], [-0.757, 0.349, -0.256], [-0.122, -0.535, -1.496], [-0.983, 2.189, -2.162], [-1.082, 1.188, -3.599], [-1.517, -1.132, -0.573], [-2.478, 2.292, -3.005], [3.008, -0.771, 2.204], [1.542, -0.632, 1.900], [1.210, -0.767, 0.734], [0.629, -0.561, 2.912], [-0.341, -0.312, 2.878], [0.955, -0.655, 3.872], [3.618, -0.131, 1.565], [3.311, -1.805, 1.977], [3.200, -0.482, 3.242]],
  "forces_ev_per_angstrom": [[0.3, 2.9, 0.8], [0.0, -0.7, 0.0], [2.5, -1.6, 0.7], [-0.5, 0.1, 0.4], [-0.6, -1.3, -0.2], [-0.5, 0.9, 0.1], [0.0, -0.4, -0.5], [-0.5, -0.6, -0.1], [-0.4, 1.1, -0.4], [0.3, -0.3, -0.1], [-0.7, -0.1, -0.7], [0.2, 0.2, 1.0], [-0.5, -1.1, -1.7], [-0.3, 0.6, 0.2], [1.0, 0.1, 1.9], [-0.1, -0.1, -1.0], [0.1, 0.2, -0.6], [-0.4, 0.1, -0.1], [-0.2, 0.3, 0.4], [0.3, -0.4, -0.1]],
  "lowdin_charge": [-0.299, -0.159, -0.124, 0.096, 0.091, 0.044, 0.062, 0.072, 0.066, 0.068, 0.044, -0.015, -0.579, 0.027, 0.153, 0.103, 0.099, 0.085, 0.095, 0.071]
}



> Which formula does entry 6 have?

C5H13NO